{"formula": "C28H28ClN5PRuS", "method": "wB97M-V/def2-TZVPD", "species": ["Ru", "Cl", "S", "P", "N", "N", "N", "N", "N", "C", "C", "C", "C", "C", "C", "C", "C", "C", "C", "C", "C", "C", "C", "C", "C", "C", "C", "C", "C", "C", "C", "C", "C", "C", "C", "C", "C", "H", "H", "H", "H", "H", "H", "H", "H", "H", "H", "H", "H", "H", "H", "H", "H", "H", "H", "H", "H", "H", "H", "H", "H", "H", "H", "H", "H"], "xyz": [[0.876011, 0.584211, 0.243719], [2.830705, -0.509982, 2.015734], [0.405158, 0.402062, -2.065591], [-1.283033, 1.122380, 0.240034], [1.050424, 2.735463, 0.071611], [0.020363, -3.431893, -2.747951], [0.640047, -1.609873, 0.239401], [0.062313, -2.121409, -3.133227], [0.391016, -2.107902, -1.052924], [0.295742, -4.607934, -0.581458], [-4.111014, -0.855783, -1.855371], [2.819819, 0.587825, -0.747284], [-0.691531, 2.399071, 2.645704], [-2.657953, 0.089277, -0.185746], [3.891501, -1.429768, -1.746973], [-3.019678, -0.070123, -1.531874], [4.591299, -2.612135, -1.578732], [-0.681369, -0.027582, 2.733119], [-0.275150, 0.025921, 4.058966], [-1.216282, 5.340365, -1.394356], [3.588516, -1.296011, 0.638130], [3.396660, -0.731496, -0.636074], [-0.884477, 1.156842, 1.996769], [-1.362364, 2.765737, -0.407843], [-0.138314, 3.434489, -0.445735], [-4.845604, -1.479482, -0.851206], [4.300550, -2.458230, 0.825650], [-4.504400, -1.305923, 0.483877], [-2.521292, 3.391882, -0.859605], [4.808014, -3.112219, -0.298930], [-3.415470, -0.519829, 0.825122], [-0.307570, 2.439751, 3.967919], [-2.439914, 4.685716, -1.353917], [-0.083213, 1.254188, 4.671807], [-0.055246, 4.720797, -0.934610], [0.225684, -3.428406, -1.473013], [0.284195, -1.296759, -2.121690], [-0.197851, 3.392954, 4.467612], [-0.121642, -1.934329, 0.832874], [-0.071889, -1.886383, -4.107534], [-5.100807, -1.763084, 1.261683], [-3.472137, 2.874754, -0.828833], [-3.331054, 5.182917, -1.711228], [1.259010, 3.107811, 1.000794], [3.060063, 1.240190, 0.098460], [3.763275, -1.001317, -2.734103], [-0.319568, -4.476865, 0.310121], [-4.405091, -0.968968, -2.890111], [2.919488, 1.092767, -1.699427], [-0.937330, -0.988082, 2.307254], [-0.140166, -0.889333, 4.619441], [0.890735, 5.248563, -0.963836], [-3.191432, -0.348242, 1.869239], [1.844577, 3.010334, -0.505573], [-0.899866, 3.323304, 2.119764], [4.994764, -3.132531, -2.436432], [1.325538, -4.804557, -0.275770], [-1.157958, 6.346960, -1.786371], [-2.471577, 0.440463, -2.313004], [1.499162, -2.043639, 0.585295], [-5.703415, -2.085081, -1.112359], [-0.068926, -5.475346, -1.126587], [0.217269, 1.296455, 5.710652], [5.373190, -4.025066, -0.163587], [4.459497, -2.857918, 1.818095]], "forces_ev_per_angstrom": [[0.370, -0.257, -0.258], [0.097, 0.266, 0.250], [-0.188, 0.168, -0.072], [-0.312, 0.021, -0.047], [0.002, -0.072, 0.071], [0.000, 0.018, -0.009], [-0.183, -0.057, -0.060], [-0.004, 0.015, 0.018], [0.042, -0.021, -0.004], [0.010, -0.012, 0.001], [0.005, 0.009, -0.006], [-0.799, 0.398, 0.429], [0.003, -0.003, -0.006], [0.015, -0.014, 0.064], [-0.046, 0.185, 0.157], [-0.016, 0.017, -0.012], [0.035, -0.110, 0.151], [-0.071, 0.011, 0.061], [-0.020, -0.028, -0.010], [0.017, -0.002, 0.006], [0.137, -0.103, -0.361], [0.303, -0.276, 0.015], [0.127, -0.018, -0.085], [0.063, 0.014, -0.023], [0.014, 0.007, -0.003], [-0.001, 0.000, 0.003], [-0.005, -0.051, 0.027], [0.008, 0.011, 0.000], [-0.013, 0.011, -0.003], [-0.002, -0.020, -0.067], [-0.003, -0.001, -0.017], [-0.005, 0.017, -0.007], [-0.009, -0.011, 0.004], [0.003, -0.002, 0.003], [-0.031, 0.008, 0.004], [0.002, 0.017, -0.003], [-0.009, -0.064, 0.043], [0.003, 0.002, 0.001], [-0.010, 0.032, 0.004], [0.006, -0.003, -0.006], [-0.001, -0.001, 0.000], [0.002, -0.003, -0.001], [0.000, 0.001, 0.000], [0.018, 0.035, -0.028], [0.388, 0.049, -0.104], [0.015, -0.005, 0.000], [-0.012, -0.002, -0.008], [0.001, 0.000, -0.002], [0.000, -0.089, -0.039], [0.026, -0.007, -0.011], [0.002, -0.001, 0.002], [0.006, -0.005, -0.001], [0.005, -0.007, 0.003], [0.020, -0.057, -0.002], [0.004, -0.001, 0.002], [-0.003, -0.002, -0.005], [-0.003, 0.021, 0.011], [0.001, 0.001, 0.000], [0.003, -0.003, -0.005], [-0.032, -0.022, -0.078], [-0.001, -0.001, 0.004], [0.011, -0.003, -0.008], [-0.001, 0.000, 0.003], [0.008, 0.011, 0.002], [0.011, -0.011, 0.009]], "nbo_charge": [0.189, 0.054, 0.150, 1.553, -0.758, -0.178, -0.557, -0.329, -0.222, -0.682, -0.211, -0.323, -0.110, -0.514, -0.146, -0.121, -0.185, -0.163, -0.200, -0.116, 0.055, -0.214, -0.509, -0.521, 0.226, -0.120, -0.259, -0.191, -0.128, -0.131, -0.165, -0.200, -0.174, -0.098, -0.233, 0.378, 0.250, 0.262, 0.412, 0.463, 0.256, 0.249, 0.263, 0.421, 0.217, 0.242, 0.242, 0.252, 0.253, 0.208, 0.256, 0.248, 0.231, 0.418, 0.231, 0.261, 0.260, 0.262, 0.225, 0.431, 0.257, 0.300, 0.263, 0.261, 0.264], "orbital_gap_ev": 6.56, "charge": 3, "homo_energy_ev": -17.07, "total_energy_ha": -2651.23757, "relative_energy_kj_mol": 33.0, "multiplicity": 1}